The following is a quantum chemistry calculation of a gas-phase ion, C8H10 (charge -1) in a non-equilibrium geometry, from the Open Molecules 2025 dataset.

As for the molar mass: 106.17 g mol⁻¹. The calculation puts the LUMO energy (alpha / beta) at 4.4 / 4.2 eV. The expectation value of S² is 0.761. Its largest force on an atom is 1.564 eV/A. As for the spin multiplicity: 2. The HOMO-LUMO gap (alpha / beta) comes out at 0.1228 / 0.2740 Ha. As for the net charge: -1.

Atoms and positions in Å:
C -0.7213 2.1123 -1.1322
C -0.7985 1.5468 0.2914
C 1.1470 -0.0100 0.8316
C -0.1250 0.2128 0.3469
C -0.8754 -0.9457 -0.1881
C -0.3162 -2.2060 -0.0867
C 0.9792 -2.3737 0.4049
C 1.7397 -1.2803 0.8741
H 0.2735 1.9627 -1.5496
H -0.8723 3.2048 -1.1859
H -1.4736 1.6614 -1.7810
H -0.4366 2.2383 1.0698
H -1.8674 1.4905 0.5638
H 1.7596 0.8652 1.0652
H -1.8083 -0.7781 -0.7114
H -0.8668 -3.0277 -0.5363
H 1.4882 -3.3279 0.5479
H 2.7744 -1.3454 1.1756


The following is a quantum chemistry calculation of a gas-phase ion, C3H6N3S3 (charge +1) in a non-equilibrium geometry, from the Open Molecules 2025 dataset.

As for the molar mass: 180.30 g mol⁻¹. The calculation puts the LUMO energy (alpha / beta) at -7.3 / -6.3 eV. Its largest force on an atom is 2.545 eV/A. The HOMO-LUMO gap (alpha / beta) comes out at 0.2020 / 0.2278 Ha. As for the net charge: +1.

Atoms and positions in Å:
C -0.1779 0.0183 1.6252
C 1.9068 0.6107 -0.3635
C -0.5543 0.8621 -0.6084
N 0.7794 1.3350 -0.6059
N 1.8255 -0.7089 -0.3359
N -0.9826 0.3309 0.7030
S 3.3586 1.4766 -0.2010
S -0.9040 -0.4228 -1.8923
S 3.0525 -1.6804 0.0254
H -0.5464 -0.3843 2.5595
H -1.2241 1.6854 -0.8707
H 0.9243 2.3341 -0.6523
H -2.0042 0.2073 0.7309
H 0.1194 -1.2021 -1.5427
H 2.3426 -2.8146 -0.1973


The following is a quantum chemistry calculation of a gas-phase ion, C4H10N3 (charge +1) in a non-equilibrium geometry, from the Open Molecules 2025 dataset.

As for the molar mass: 100.14 g mol⁻¹. Its SMILES is C[C@@H]1CNC(N)=[NH+]1. The calculation puts the LUMO energy at -3.8 eV. Its largest force on an atom is 1.247 eV/A. The HOMO-LUMO gap comes out at 0.4067 Ha. As for the net charge: +1.

Atoms and positions in Å:
C -0.0805 1.8639 -1.3697
C 0.2254 0.5173 -0.7524
C -0.8332 -0.5698 -0.9068
N -0.5321 -1.4899 0.2219
C 0.1318 -0.7559 1.1385
N 0.4899 -1.2565 2.3542
N 0.3230 0.4964 0.7406
H 0.8321 2.4282 -1.5477
H -0.7244 2.4589 -0.7237
H -0.5769 1.7258 -2.3294
H 1.1847 0.1432 -1.1293
H -0.8258 -1.0992 -1.8518
H -1.8209 -0.1561 -0.6961
H -0.0677 -2.3708 0.0304
H 1.4514 -1.4305 2.5905
H -0.2241 -1.5244 3.0100
H 1.0473 1.0194 1.2207


The following is a quantum chemistry calculation of a molecular structure, C39H39Cl2N4O3P2SSn in a non-equilibrium geometry, from the Open Molecules 2025 dataset.

As for the molar mass: 895.40 g mol⁻¹. The calculation puts the LUMO energy at -2.8 eV. Its largest force on an atom is 1.576 eV/A. The HOMO-LUMO gap comes out at 0.2564 Ha. As for the net charge: +1.

Atoms and positions in Å:
Sn 0.5706 -0.9225 0.8190
C -0.6258 0.9106 -3.1408
C -1.9421 1.1363 -2.4038
P -1.5195 1.1627 -0.5970
C -3.1081 1.5147 0.2410
C -3.2153 0.8899 1.4837
C -4.3337 1.0666 2.2708
C -5.3707 1.8662 1.8181
C -5.2840 2.4771 0.5767
C -4.1644 2.2974 -0.2178
C -0.6760 2.7938 -0.6335
C 0.7129 2.7589 -0.5814
C 1.4515 3.9222 -0.6861
C 0.8035 5.1384 -0.8393
C -0.5799 5.1848 -0.8774
C -1.3195 4.0178 -0.7832
P 0.2561 -0.5093 -2.3026
C -0.9497 -1.7591 -2.8570
C -1.8762 -2.2288 -1.9313
C -2.8882 -3.0860 -2.3241
C -2.9809 -3.4798 -3.6479
C -2.0673 -3.0072 -4.5775
C -1.0608 -2.1424 -4.1891
C 1.7047 -0.7181 -3.3857
C 2.5177 0.3934 -3.6036
C 3.6872 0.2767 -4.3344
C 4.0645 -0.9586 -4.8377
C 3.2818 -2.0724 -4.5869
C 2.1146 -1.9638 -3.8518
H -0.0022 1.8059 -3.0771
H -0.7940 0.6755 -4.1941
H -2.6304 0.3028 -2.5751
H -2.4236 2.0678 -2.7172
H -2.3983 0.2575 1.8179
H -4.3943 0.5720 3.2267
H -6.2526 1.9980 2.4242
H -6.0979 3.0896 0.2203
H -4.1281 2.7487 -1.1981
H 1.2123 1.8029 -0.4515
H 2.5294 3.8789 -0.6512
H 1.3783 6.0457 -0.9296
H -1.0837 6.1332 -0.9953
H -2.3973 4.0680 -0.8344
H -1.7913 -1.9241 -0.8902
H -3.5982 -3.4539 -1.5964
H -3.7609 -4.1610 -3.9543
H -2.1466 -3.3096 -5.6111
H -0.3624 -1.7652 -4.9234
H 2.2277 1.3573 -3.2064
H 4.3030 1.1474 -4.5073
H 4.9644 -1.0539 -5.4236
H 3.5842 -3.0375 -4.9654
H 1.5192 -2.8429 -3.6517
Cl 4.5260 -7.3418 -1.0285
C 3.5050 -5.9571 -0.8889
C 2.2626 -5.9715 -1.5431
C 1.4207 -4.9028 -1.4223
Cl -0.1104 -4.9259 -2.2164
C 1.7420 -3.7565 -0.6287
O 0.8975 -2.8170 -0.4940
C 3.0449 -3.7451 -0.0334
C 3.5224 -2.6273 0.6972
O 2.9339 -1.5782 0.9950
C 3.8967 -4.8653 -0.1689
H 1.9682 -6.8253 -2.1334
H 4.5740 -2.7142 1.0247
H 4.8641 -4.8531 0.3128
N -1.9184 4.9477 4.2529
C -1.7388 4.0530 3.2729
N -2.5010 4.1474 2.1725
N -0.8288 3.1387 3.4582
C -0.4448 2.2032 2.6903
N 0.0433 1.3098 2.1309
H -2.5285 5.7349 4.1383
H -1.3247 4.8997 5.0613
H -3.2101 4.8545 2.0867
H -2.4245 3.4547 1.4443
O 0.8591 -1.6490 3.1915
S 2.0595 -1.5544 4.0865
C 2.2762 0.2504 4.3986
C 2.1227 0.4720 5.8928
C 1.0073 -0.4697 6.3313
C 1.4050 -1.8326 5.7944
H 1.4855 0.7375 3.8297
H 3.2431 0.5523 4.0058
H 1.8842 1.5119 6.1192
H 3.0444 0.2146 6.4188
H 0.0658 -0.1545 5.8796
H 0.8882 -0.4911 7.4147
H 0.5939 -2.5549 5.7419
H 2.2344 -2.2537 6.3630


The following is a quantum chemistry calculation of 13 unconnected molecules or ions with the total composition H26O13 in a non-equilibrium geometry, from the Open Molecules 2025 dataset.

As for the molar mass: 234.20 g mol⁻¹. The calculation puts the LUMO energy at -0.4 eV. Its largest force on an atom is 2.267 eV/A. The HOMO-LUMO gap comes out at 0.3483 Ha.

Atoms and positions in Å:
O -2.7778 -0.7929 -2.4346
H -2.0678 -0.1299 -2.5406
H -2.3648 -1.6389 -2.2686
O -0.6128 -2.2809 0.3344
H -1.4988 -2.4849 -0.0166
H -0.2858 -3.1669 0.3424
O 0.1282 -0.9779 2.5754
H -0.3538 -1.3809 1.8184
H -0.2558 -0.1159 2.7694
O -0.9858 1.3761 2.8734
H -1.0848 1.8781 2.0624
H -1.5418 1.7571 3.5324
O 3.8442 -0.9699 -0.9606
H 2.9832 -1.3249 -0.6546
H 4.4802 -1.4339 -0.3946
O -1.4528 2.7901 -1.7856
H -2.0148 2.2391 -2.2776
H -2.0368 3.5261 -1.6226
O 2.7942 -2.1329 1.5324
H 3.4012 -2.0889 2.2834
H 2.4962 -1.2419 1.5064
O -2.2838 0.8841 0.2844
H -2.0428 0.4151 1.0844
H -2.9098 1.5791 0.5574
O -0.2428 0.1741 -2.9226
H 0.1292 0.4041 -2.0156
H 0.2182 -0.6079 -3.1986
O -0.7708 3.5581 0.9434
H -1.1628 3.1291 0.2014
H -1.1358 4.4271 0.7814
O 0.4022 0.1631 -0.2976
H -0.4328 0.5851 -0.1826
H 0.1992 -0.7769 -0.2226
O 1.4062 -2.2409 -1.9106
H 1.5212 -2.2619 -2.8476
H 0.5532 -2.6259 -1.9296
O 2.2712 0.5411 1.5274
H 2.0422 0.7561 2.4184
H 1.4452 0.4941 1.0554


The following is a quantum chemistry calculation of 2 unconnected molecules or ions with the total composition C5H11O3 in a non-equilibrium geometry, from the Open Molecules 2025 dataset.

As for the molar mass: 119.14 g mol⁻¹. The calculation puts the LUMO energy at 3.8 eV. Its largest force on an atom is 5.913 eV/A. The HOMO-LUMO gap comes out at 0.2933 Ha. As for the net charge: -1.

Atoms and positions in Å:
C -1.0791 -0.5607 0.7761
C -2.3849 -0.9655 1.7669
C 0.3794 -0.5382 1.4325
O -1.0579 -1.2464 -0.4315
H -1.3251 0.4784 0.5685
H -2.9589 -0.0249 1.8858
H 0.4384 -0.4198 2.5259
H 0.9351 -1.4142 1.0695
H 0.9145 0.2307 0.9170
H -0.3044 -1.1013 -0.8768
H -1.9914 -1.2497 2.7614
H -2.8302 -1.8660 1.3328
C 1.1682 1.7644 -2.0246
C 2.1597 0.6083 -1.8618
O 2.0554 -0.0676 -0.7244
O 2.9926 0.5845 -2.7324
H 1.7326 2.6199 -1.6119
H 0.1587 1.3827 -1.6248
H 0.9975 1.7854 -3.1482